# 1
{"formula": "C16H32AsF12O12PZn", "method": "ωB97M-V with the def2-TZVPD basis set", "lumo_ev": 0.261, "mol_weight_da": 815.68, "total_energy_ev": -192847.9444, "orbital_gap_ha": 0.42361, "multiplicity": 1, "total_charge": 0, "elements": ["Zn", "As", "F", "F", "F", "F", "F", "F", "P", "F", "F", "F", "F", "F", "F", "C", "C", "O", "C", "O", "O", "C", "H", "H", "H", "H", "H", "H", "H", "H", "C", "C", "O", "C", "O", "O", "C", "H", "H", "H", "H", "H", "H", "H", "H", "C", "C", "O", "C", "O", "O", "C", "H", "H", "H", "H", "H", "H", "H", "H", "C", "C", "O", "C", "O", "O", "C", "H", "H", "H", "H", "H", "H", "H", "H"], "xyz": [[0.18, -0.45, 0.34], [0.38, 3.36, 0.22], [1.35, 3.62, -1.24], [0.38, 5.12, 0.43], [-0.51, 3.11, 1.72], [0.44, 1.59, -0.05], [1.91, 3.21, 1.05], [-1.15, 3.35, -0.65], [-0.50, -3.35, 1.28], [-0.22, -3.99, 2.76], [0.18, -1.96, 1.77], [0.96, -3.80, 0.72], [-0.75, -2.59, -0.15], [-1.16, -4.68, 0.73], [-1.95, -2.90, 1.90], [5.58, -1.61, 1.36], [4.12, -1.12, 1.24], [3.88, -0.23, 2.35], [2.68, 0.26, 2.45], [1.78, 0.19, 1.63], [2.59, 0.92, 3.60], [1.43, 1.70, 3.86], [6.29, -0.78, 1.37], [5.84, -2.23, 0.50], [5.76, -2.18, 2.26], [3.48, -2.00, 1.26], [3.92, -0.56, 0.33], [1.22, 1.68, 4.93], [0.53, 1.30, 3.40], [1.57, 2.70, 3.46], [-2.79, -0.78, 5.48], [-3.42, -0.34, 4.16], [-2.32, 0.04, 3.31], [-2.45, 0.27, 1.99], [-1.49, 0.20, 1.26], [-3.67, 0.60, 1.68], [-3.85, 1.67, 0.73], [-1.85, -1.28, 5.23], [-3.53, -1.36, 6.01], [-2.53, 0.06, 6.13], [-4.12, 0.48, 4.27], [-3.80, -1.24, 3.68], [-3.51, 2.60, 1.17], [-4.93, 1.81, 0.63], [-3.51, 1.49, -0.29], [0.16, 3.23, -4.34], [-1.06, 2.47, -3.83], [-0.65, 1.50, -2.86], [-1.44, 0.58, -2.34], [-1.10, -0.10, -1.40], [-2.61, 0.58, -2.94], [-3.67, -0.24, -2.47], [0.96, 2.51, -4.53], [0.48, 3.94, -3.59], [0.05, 3.70, -5.32], [-1.74, 2.14, -4.61], [-1.65, 3.15, -3.21], [-4.51, 0.40, -2.21], [-3.43, -0.86, -1.61], [-4.03, -0.85, -3.30], [0.25, -3.76, -4.06], [0.46, -2.90, -2.84], [1.24, -1.77, -3.20], [1.73, -0.99, -2.29], [1.56, -1.07, -1.08], [2.56, -0.14, -2.87], [3.15, 0.86, -2.05], [-0.71, -4.28, -4.16], [1.06, -4.48, -4.14], [0.18, -3.14, -4.96], [0.91, -3.48, -2.04], [-0.52, -2.54, -2.51], [4.06, 0.56, -1.54], [2.45, 1.32, -1.34], [3.39, 1.75, -2.64]], "mulliken_charge": [3.803, 2.017, -0.493, -0.511, -0.472, -0.406, -0.473, -0.470, 1.622, -0.394, -0.581, -0.357, -0.438, -0.376, -0.401, -1.639, 0.860, -0.386, 0.508, -0.247, -0.452, -0.327, 0.380, 0.407, 0.377, 0.145, -0.371, 0.333, -0.090, 0.263, -1.189, -0.231, -0.245, -0.044, -0.583, -0.457, -0.396, 0.280, 0.375, 0.323, 0.276, 0.313, 0.345, 0.323, -0.123, -1.008, -0.446, 0.079, -0.186, -0.450, -0.434, -0.768, 0.208, 0.210, 0.384, 0.417, 0.258, 0.313, 0.304, 0.299, -1.553, 0.503, -0.318, 0.343, 0.105, -0.417, -0.470, 0.401, 0.338, 0.364, 0.177, -0.038, 0.345, -0.057, 0.302]}

---

# 2
{"formula": "C45H117N7O17", "method": "ωB97M-V with the def2-TZVPD basis set", "e_above_lowest_ev": 3.304, "lumo_ev": 0.535, "mol_weight_da": 1028.46, "smiles": "COCCNCCOC.COCCNCCOC.COCCNCCOC.COCCNCCOC.COCCNCCOC.COCCNCCOC.COCCNCCOC.CO.CO.CO", "total_energy_ev": -93788.2086, "orbital_gap_ha": 0.32496, "multiplicity": 1, "total_charge": 0, "elements": ["C", "O", "C", "C", "N", "C", "C", "O", "C", "H", "H", "H", "H", "H", "H", "H", "H", "H", "H", "H", "H", "H", "H", "H", "C", "O", "C", "C", "N", "C", "C", "O", "C", "H", "H", "H", "H", "H", "H", "H", "H", "H", "H", "H", "H", "H", "H", "H", "C", "O", "C", "C", "N", "C", "C", "O", "C", "H", "H", "H", "H", "H", "H", "H", "H", "H", "H", "H", "H", "H", "H", "H", "C", "O", "C", "C", "N", "C", "C", "O", "C", "H", "H", "H", "H", "H", "H", "H", "H", "H", "H", "H", "H", "H", "H", "H", "C", "O", "C", "C", "N", "C", "C", "O", "C", "H", "H", "H", "H", "H", "H", "H", "H", "H", "H", "H", "H", "H", "H", "H", "C", "O", "C", "C", "N", "C", "C", "O", "C", "H", "H", "H", "H", "H", "H", "H", "H", "H", "H", "H", "H", "H", "H", "H", "C", "O", "C", "C", "N", "C", "C", "O", "C", "H", "H", "H", "H", "H", "H", "H", "H", "H", "H", "H", "H", "H", "H", "H", "C", "O", "H", "H", "H", "H", "C", "O", "H", "H", "H", "H", "C", "O", "H", "H", "H", "H"], "xyz": [[21.42, 14.45, 14.66], [21.01, 14.06, 13.35], [20.66, 15.20, 12.61], [20.21, 14.76, 11.21], [19.69, 15.91, 10.51], [18.22, 15.93, 10.49], [17.77, 17.34, 10.29], [16.32, 17.41, 10.12], [15.60, 18.57, 10.48], [21.95, 13.59, 15.12], [20.62, 14.77, 15.32], [22.17, 15.28, 14.57], [21.56, 15.79, 12.51], [19.89, 15.82, 13.07], [19.43, 13.94, 11.26], [21.05, 14.33, 10.66], [20.04, 15.90, 9.60], [17.92, 15.59, 11.51], [17.73, 15.15, 9.88], [18.24, 17.79, 9.45], [18.06, 17.87, 11.22], [15.99, 19.44, 9.84], [15.67, 18.88, 11.54], [14.55, 18.42, 10.19], [12.28, 20.19, 22.71], [13.49, 19.44, 22.56], [14.36, 20.06, 21.66], [15.53, 19.16, 21.41], [15.35, 18.01, 20.58], [14.83, 18.33, 19.26], [14.77, 17.09, 18.39], [13.90, 16.09, 19.04], [12.55, 16.57, 19.13], [11.70, 20.47, 21.76], [12.49, 21.17, 23.15], [11.57, 19.67, 23.31], [14.81, 20.98, 22.07], [13.83, 20.25, 20.70], [15.95, 18.89, 22.43], [16.25, 19.85, 20.92], [15.01, 17.17, 21.06], [15.60, 19.01, 18.85], [13.86, 18.88, 19.21], [15.72, 16.66, 18.34], [14.35, 17.35, 17.40], [12.45, 17.30, 19.97], [12.02, 15.63, 19.38], [12.22, 17.00, 18.18], [11.30, 19.44, 9.99], [10.88, 19.14, 11.25], [9.46, 19.25, 11.36], [8.94, 20.68, 11.14], [9.34, 21.70, 12.09], [9.07, 21.34, 13.48], [8.85, 22.61, 14.34], [8.67, 22.10, 15.66], [8.58, 23.23, 16.59], [11.21, 20.52, 9.75], [10.82, 18.78, 9.22], [12.38, 19.19, 9.86], [9.18, 18.92, 12.38], [8.92, 18.57, 10.68], [7.84, 20.65, 11.08], [9.33, 21.13, 10.19], [10.31, 21.88, 12.02], [9.86, 20.67, 13.82], [8.14, 20.77, 13.47], [7.85, 23.05, 13.99], [9.60, 23.39, 14.36], [7.83, 23.93, 16.28], [9.57, 23.68, 16.75], [8.14, 22.80, 17.52], [11.47, 10.49, 11.80], [10.76, 10.74, 10.61], [10.48, 12.13, 10.59], [10.30, 12.53, 9.08], [11.39, 12.03, 8.26], [12.72, 12.26, 8.79], [13.38, 13.56, 8.44], [12.59, 14.56, 9.20], [13.03, 15.85, 8.99], [10.94, 10.90, 12.67], [12.49, 10.92, 11.80], [11.50, 9.38, 11.90], [11.33, 12.70, 10.98], [9.52, 12.34, 11.03], [10.23, 13.61, 9.08], [9.31, 12.24, 8.73], [11.19, 11.04, 8.02], [13.35, 11.46, 8.40], [12.83, 12.12, 9.88], [13.26, 13.84, 7.34], [14.44, 13.57, 8.79], [14.10, 15.93, 9.22], [12.52, 16.46, 9.74], [12.78, 16.30, 8.02], [10.16, 19.00, 17.35], [11.38, 19.56, 17.76], [11.88, 20.54, 16.90], [12.87, 21.40, 17.64], [12.15, 22.19, 18.65], [12.97, 23.10, 19.37], [12.15, 24.14, 20.02], [11.21, 23.45, 20.83], [10.51, 24.32, 21.70], [10.31, 18.36, 16.46], [9.52, 19.81, 17.02], [9.74, 18.52, 18.23], [11.11, 21.18, 16.51], [12.35, 20.08, 15.98], [13.38, 22.12, 16.99], [13.63, 20.75, 18.09], [11.62, 21.56, 19.27], [13.67, 23.56, 18.71], [13.47, 22.55, 20.18], [11.66, 24.87, 19.38], [12.81, 24.76, 20.62], [9.58, 23.80, 22.01], [10.26, 25.23, 21.10], [11.22, 24.62, 22.48], [18.03, 20.92, 16.92], [16.83, 20.23, 16.89], [15.95, 20.48, 15.85], [16.25, 19.49, 14.65], [16.17, 18.10, 15.11], [16.69, 17.21, 14.14], [16.72, 15.79, 14.65], [17.71, 15.87, 15.69], [17.70, 14.88, 16.71], [18.04, 21.88, 16.38], [18.91, 20.32, 16.65], [18.18, 21.12, 18.03], [16.05, 21.54, 15.49], [15.04, 20.30, 16.35], [17.19, 19.73, 14.14], [15.48, 19.66, 13.84], [16.81, 17.89, 15.88], [17.71, 17.45, 13.79], [16.05, 17.23, 13.25], [17.07, 15.14, 13.84], [15.81, 15.27, 14.99], [18.39, 15.19, 17.45], [18.06, 13.96, 16.28], [16.72, 14.79, 17.14], [12.08, 23.71, 14.70], [12.51, 23.13, 13.48], [13.66, 22.30, 13.60], [13.95, 21.72, 12.24], [14.19, 22.78, 11.31], [14.28, 22.19, 9.96], [14.00, 23.25, 8.96], [12.62, 23.63, 9.12], [12.34, 24.92, 8.58], [11.76, 23.00, 15.45], [11.35, 24.47, 14.46], [12.88, 24.27, 15.12], [13.43, 21.54, 14.37], [14.48, 22.90, 13.95], [13.10, 21.05, 11.94], [14.83, 21.09, 12.28], [13.33, 23.31, 11.29], [13.51, 21.46, 9.78], [15.28, 21.75, 9.80], [14.25, 22.97, 7.95], [14.68, 24.09, 9.30], [12.36, 24.93, 7.52], [13.03, 25.67, 8.97], [11.33, 25.25, 8.88], [12.68, 18.35, 13.99], [13.17, 17.57, 15.09], [11.63, 18.15, 13.88], [12.71, 19.47, 14.20], [13.26, 18.13, 13.09], [14.14, 17.72, 15.15], [14.27, 15.12, 12.18], [15.21, 14.73, 11.22], [14.77, 15.63, 13.02], [13.56, 15.82, 11.73], [13.77, 14.18, 12.51], [15.73, 15.49, 11.03], [13.45, 13.37, 16.86], [14.65, 13.93, 17.48], [12.70, 14.15, 17.05], [13.70, 13.30, 15.82], [13.11, 12.41, 17.32], [14.32, 14.69, 18.01]], "mulliken_charge": [-0.526, -0.356, 0.017, -0.802, -0.307, 0.132, -0.591, -0.222, 0.163, 0.273, 0.100, 0.300, 0.334, 0.012, 0.215, 0.458, 0.279, -0.382, 0.447, 0.419, 0.312, 0.300, 0.027, -0.339, -0.609, -0.449, 0.912, -1.182, -0.091, -0.600, 0.250, -0.643, -0.439, 0.082, 0.305, 0.390, 0.527, -0.757, 0.366, 0.363, 0.394, 0.654, -0.478, 0.502, -0.040, 0.176, 0.402, 0.048, -0.432, 0.040, -0.544, -1.053, -0.205, -0.088, -0.518, -0.305, -0.774, 0.227, 0.355, -0.125, 0.347, 0.383, 0.382, 0.452, 0.289, -0.192, 0.510, 0.328, 0.141, 0.434, 0.209, 0.222, -0.582, -0.352, -0.320, -0.924, -0.367, -0.278, -0.375, -0.083, -0.490, 0.288, 0.201, 0.237, 0.225, 0.397, 0.261, 0.511, 0.323, 0.495, -0.136, 0.338, 0.173, 0.195, -0.071, 0.389, -0.767, -0.063, 1.333, -1.025, 0.108, -0.166, -0.929, -0.190, -0.843, 0.170, 0.263, 0.226, -0.317, -0.527, 0.620, -0.013, 0.291, 0.460, -0.129, 0.426, 0.475, 0.220, 0.308, 0.308, -0.810, -0.190, 0.084, 0.455, 0.442, -0.305, -1.036, -0.414, -0.557, 0.314, 0.271, 0.212, 0.643, -0.830, 0.642, -0.895, 0.309, 0.574, -0.454, 0.490, 0.512, 0.295, 0.317, 0.117, -1.127, -0.294, 0.406, 0.267, -0.501, 0.232, -0.897, -0.215, -0.888, 0.088, 0.456, 0.497, -0.734, 0.586, -0.484, 0.282, 0.384, -0.242, 0.279, 0.513, 0.368, 0.345, 0.337, 0.244, 0.889, -0.370, 0.504, -0.853, -0.153, -0.497, 0.804, -0.523, -0.732, -0.223, 0.354, 0.046, -0.546, -0.589, 0.222, 0.177, 0.207, 0.475]}

---

# 3
{"formula": "C24H46O6", "method": "ωB97M-V with the def2-TZVPD basis set", "e_above_lowest_ev": 0.042, "lumo_ev": 0.719, "mol_weight_da": 430.63, "smiles": "CCCCCCCCCCCCCCCCCC(=O)OC[C@H](O)[C@H]1OC[C@H](O)[C@H]1O", "total_energy_ev": -37920.3152, "orbital_gap_ha": 0.37662, "multiplicity": 1, "total_charge": 0, "elements": ["C", "C", "C", "C", "C", "C", "C", "C", "C", "C", "C", "C", "C", "C", "C", "C", "C", "C", "O", "O", "C", "C", "O", "C", "O", "C", "C", "O", "C", "O", "H", "H", "H", "H", "H", "H", "H", "H", "H", "H", "H", "H", "H", "H", "H", "H", "H", "H", "H", "H", "H", "H", "H", "H", "H", "H", "H", "H", "H", "H", "H", "H", "H", "H", "H", "H", "H", "H", "H", "H", "H", "H", "H", "H", "H", "H"], "xyz": [[-6.46, -2.36, -2.28], [-5.99, -2.28, -0.83], [-5.49, -0.89, -0.44], [-4.27, -0.40, -1.23], [-3.04, -1.30, -1.15], [-2.51, -1.46, 0.27], [-1.17, -2.20, 0.31], [-0.64, -2.29, 1.74], [0.72, -3.00, 1.84], [1.88, -2.15, 1.33], [3.22, -2.86, 1.50], [4.42, -1.99, 1.15], [4.50, -1.65, -0.34], [5.78, -0.89, -0.70], [5.78, 0.58, -0.25], [5.54, 1.57, -1.38], [4.14, 1.47, -1.99], [3.10, 1.92, -1.00], [3.13, 2.97, -0.40], [2.11, 1.03, -0.87], [1.07, 1.32, 0.06], [0.20, 2.51, -0.37], [0.59, 3.71, 0.26], [-1.29, 2.22, -0.04], [-1.46, 1.64, 1.23], [-1.60, 2.67, 2.19], [-2.13, 3.92, 1.46], [-3.39, 4.25, 1.97], [-2.15, 3.50, -0.03], [-1.76, 4.50, -0.92], [-5.63, -2.22, -2.97], [-7.21, -1.60, -2.48], [-6.90, -3.34, -2.48], [-5.21, -3.02, -0.66], [-6.83, -2.53, -0.17], [-6.30, -0.17, -0.59], [-5.24, -0.89, 0.62], [-4.55, -0.27, -2.28], [-4.00, 0.59, -0.85], [-2.25, -0.86, -1.77], [-3.27, -2.28, -1.57], [-2.38, -0.47, 0.73], [-3.23, -2.01, 0.88], [-1.30, -3.21, -0.10], [-0.46, -1.68, -0.33], [-0.55, -1.29, 2.15], [-1.36, -2.84, 2.34], [0.90, -3.25, 2.88], [0.68, -3.94, 1.28], [1.90, -1.21, 1.88], [1.73, -1.92, 0.27], [3.23, -3.77, 0.89], [3.31, -3.18, 2.55], [4.38, -1.07, 1.73], [5.33, -2.52, 1.43], [4.48, -2.59, -0.91], [3.63, -1.07, -0.63], [6.62, -1.42, -0.25], [5.92, -0.93, -1.79], [6.75, 0.81, 0.20], [5.02, 0.73, 0.52], [5.68, 2.59, -1.00], [6.28, 1.41, -2.17], [4.07, 2.14, -2.85], [3.91, 0.46, -2.32], [1.49, 1.53, 1.04], [0.47, 0.41, 0.11], [0.28, 2.63, -1.47], [1.56, 3.77, 0.19], [-1.64, 1.48, -0.77], [-0.63, 2.88, 2.66], [-2.32, 2.34, 2.94], [-1.43, 4.76, 1.58], [-3.75, 4.98, 1.44], [-3.18, 3.24, -0.30], [-0.84, 4.73, -0.69]], "mulliken_charge": [-1.237, -0.431, -0.908, -0.107, -0.928, 0.027, -0.839, -0.400, -1.183, 0.350, -1.153, -0.542, 0.086, -0.952, -0.495, -1.134, -0.390, 0.677, -0.731, -0.337, -0.085, -0.002, -0.585, 0.821, -0.500, -0.859, 0.506, -0.614, -0.710, -0.690, 0.287, 0.291, 0.401, 0.222, 0.399, 0.530, 0.283, 0.458, -0.343, 0.325, 0.638, -0.015, 0.462, 0.549, 0.125, 0.034, 0.512, 0.403, 0.361, 0.186, 0.081, 0.336, 0.386, 0.275, 0.324, 0.402, -0.316, 0.413, 0.459, 0.345, 0.299, 0.468, 0.439, 0.383, 0.197, 0.391, -0.657, 0.187, 0.491, 0.220, 0.147, 0.458, 0.145, 0.355, 0.633, 0.379]}